1.
The following is a DFT calculation (ωB97M-V/def2-TZVPD) of C19H22N2O6S in the gas phase.

The geometry in ORCA input format:
```
! wB97M-V def2-TZVPD RIJCOSX def2/J DEFGRID3
* xyz 0 1
C 8.232 1.802 -1.387
H 9.128 2.167 -0.888
O 7.215 1.837 -0.417
C 5.962 1.431 -0.774
C 4.993 1.494 0.230
C 3.698 1.110 -0.024
C 3.333 0.650 -1.291
C 4.293 0.585 -2.290
C 5.598 0.973 -2.034
H 6.319 0.910 -2.833
H 4.023 0.229 -3.270
N 1.993 0.280 -1.476
C 1.427 -0.301 -2.557
O 2.005 -0.620 -3.577
C -0.056 -0.580 -2.389
H -0.550 0.053 -1.655
H -0.551 -0.489 -3.355
S -0.294 -2.363 -1.917
O -1.734 -2.513 -1.667
C 0.432 -2.229 -0.199
C -0.240 -1.109 0.562
O 0.359 -0.083 0.850
N -1.538 -1.361 0.816
C -2.470 -0.523 1.446
C -2.108 0.539 2.254
C -3.093 1.307 2.861
C -4.435 1.030 2.675
C -4.805 -0.057 1.847
C -3.821 -0.819 1.248
H -4.078 -1.648 0.608
O -6.141 -0.263 1.711
C -6.575 -1.322 0.894
H -6.238 -1.199 -0.140
H -7.663 -1.288 0.924
H -6.233 -2.291 1.274
O -5.468 1.723 3.227
C -5.168 2.814 4.060
H -4.618 3.594 3.522
H -4.592 2.505 4.939
H -6.130 3.210 4.382
H -2.787 2.130 3.486
H -1.070 0.776 2.411
H -1.951 -2.122 0.279
H 1.500 -2.057 -0.299
H 0.246 -3.196 0.265
H 1.423 0.419 -0.641
H 2.953 1.158 0.757
H 5.286 1.851 1.205
H 8.001 2.454 -2.236
H 8.409 0.784 -1.749
*
```

Properties
frontier orbital gap = 8.51 eV
relative energy (zero: lowest compared OMol25 entry of this formula, charge and spin) = 32.0 kcal per mole
HOMO = -7.93 eV

***

2.
The following is a DFT calculation (ωB97M-V/def2-TZVPD) of C19H22N2O6S in the gas phase.

The geometry in ORCA input format:
```
! wB97M-V def2-TZVPD RIJCOSX def2/J DEFGRID3
* xyz 0 1
C -3.388 -3.117 1.173
C -2.306 -2.540 0.275
O -1.053 -2.818 0.874
C 0.072 -2.326 0.309
C 0.112 -1.594 -0.876
C 1.323 -1.104 -1.336
C 2.483 -1.359 -0.639
S 4.016 -0.633 -1.197
O 3.783 0.004 -2.463
O 5.078 -1.583 -1.077
N 4.355 0.595 -0.114
C 3.405 1.682 -0.098
C 4.094 2.980 0.333
C 2.259 1.361 0.867
O 2.382 0.534 1.749
N 1.136 2.082 0.681
C -0.032 1.909 1.510
C -1.287 1.561 0.749
C -2.484 1.482 1.449
C -3.686 1.153 0.828
C -3.644 0.909 -0.523
C -2.446 0.988 -1.233
C -1.257 1.311 -0.624
O -2.675 0.678 -2.547
C -4.061 0.429 -2.650
O -4.655 0.553 -1.375
C 2.465 -2.119 0.518
C 1.264 -2.598 0.992
H -3.328 -2.667 2.159
H -4.367 -2.914 0.748
H -3.257 -4.191 1.272
H -2.355 -2.997 -0.723
H -2.439 -1.454 0.177
H -0.783 -1.398 -1.442
H 1.382 -0.530 -2.248
H 4.525 0.224 0.812
H 3.036 1.771 -1.124
H 4.944 3.168 -0.317
H 4.452 2.886 1.356
H 3.406 3.820 0.275
H 1.096 2.769 -0.054
H 0.214 1.098 2.205
H -0.207 2.819 2.099
H -2.483 1.677 2.510
H -4.608 1.088 1.379
H -0.344 1.345 -1.192
H -4.516 1.155 -3.342
H -4.224 -0.590 -3.035
H 3.391 -2.322 1.031
H 1.212 -3.179 1.898
*
```

Properties
frontier orbital gap = 8.96 eV
SMILES string = CCOc1ccc(S(=O)(=O)N[C@H](C)C(=O)NCc2ccc3c(c2)OCO3)cc1
relative energy (zero: lowest compared OMol25 entry of this formula, charge and spin) = 22.8 kcal per mole
HOMO = -8.46 eV

***

3.
The following is a DFT calculation (ωB97M-V/def2-TZVPD) of a molecular structure, C19H22N2O6S.

The geometry in ORCA input format:
```
! wB97M-V def2-TZVPD RIJCOSX def2/J DEFGRID3
* xyz 0 1
C -0.847 -3.826 -1.602
H -0.016 -3.398 -2.379
O -1.169 -2.800 -0.755
C -0.339 -2.376 0.092
C 0.985 -2.824 -0.090
C 1.823 -2.102 0.931
C 1.381 -1.168 1.943
C 0.092 -0.756 1.753
C -0.882 -1.392 0.985
O -2.086 -1.065 1.281
C -3.251 -1.686 0.985
H -3.454 -1.859 -0.213
H -3.005 -3.069 1.258
H -4.055 -1.360 1.470
H -0.265 -0.069 2.458
C 2.389 -0.342 2.767
H 1.973 0.280 3.286
H 2.898 -1.070 3.408
C 3.676 0.478 1.768
N 3.013 1.457 1.086
S 2.765 1.035 -0.742
O 3.314 -0.127 -0.789
O 3.235 2.300 -1.349
C 0.967 0.991 -0.629
C 0.289 1.845 -0.136
C -1.007 1.707 0.020
C -1.709 0.762 -0.983
C -0.923 0.395 -1.926
C 0.350 0.190 -1.717
C 1.279 -0.538 -2.777
H 0.619 -0.875 -3.632
H 1.873 0.178 -3.482
H 1.914 -1.195 -2.343
H -1.485 -0.444 -2.698
N -3.141 0.918 -1.050
C -3.852 1.692 -0.032
O -5.074 1.509 -0.315
C -3.131 1.999 1.418
H -3.686 2.856 1.623
O -1.929 2.565 1.000
H -3.020 1.062 2.024
H -3.705 0.634 -1.612
H 0.693 2.196 0.904
H 3.460 2.159 1.064
H 3.977 -0.308 1.136
H 4.455 0.744 2.508
H 3.001 -2.391 0.837
H 1.450 -3.527 -0.603
H -0.442 -4.625 -1.322
H -1.925 -4.043 -2.188
*
```

Properties
frontier orbital gap = 7.58 eV
relative energy (zero: lowest compared OMol25 entry of this formula, charge and spin) = 453.0 kcal per mole
HOMO = -7.63 eV

***

4.
The following is a DFT calculation (ωB97M-V/def2-TZVPD) of a molecular structure, C19H22N2PdSe.

The geometry in ORCA input format:
```
! wB97M-V def2-TZVPD RIJCOSX def2/J DEFGRID3
* xyz 2 5
C 4.668 -0.413 -1.577
C 4.482 -1.909 -1.789
H 4.534 0.126 -2.525
H 5.695 -0.227 -1.251
H 3.993 0.011 -0.840
H 3.458 -2.200 -1.974
H 5.083 -2.231 -2.635
H 4.841 -2.472 -0.922
C -1.036 2.701 -0.692
C -2.024 3.674 -0.867
C -3.355 3.249 -1.028
C -3.677 1.894 -0.971
H 0.024 2.933 -0.521
H -1.720 4.723 -0.916
H -4.137 3.990 -1.221
H -4.677 1.506 -1.181
N -1.345 1.393 -0.708
C -2.631 0.970 -0.745
C -2.840 -0.466 -0.599
N -1.745 -1.227 -0.421
C -1.821 -2.529 -0.148
C -4.200 -2.440 -0.458
C -3.052 -3.190 -0.178
H -0.876 -3.025 0.109
H -3.062 -4.268 -0.001
C -4.111 -1.065 -0.683
H -4.950 -0.437 -0.968
H -5.173 -2.932 -0.506
Pd 0.263 -0.080 -0.369
C 1.378 -1.491 0.345
H 1.387 -2.161 -0.524
H 0.835 -1.936 1.188
H 2.397 -1.189 0.614
Se -0.069 0.460 2.051
C 1.430 0.304 3.113
C 2.457 1.239 2.918
C 3.724 0.975 3.426
C 3.921 -0.133 4.268
C 2.834 -0.962 4.613
C 1.570 -0.693 4.100
H 2.254 2.123 2.321
H 4.552 1.642 3.157
H 4.921 -0.336 4.684
H 2.984 -1.815 5.283
H 0.686 -1.255 4.407
*
```

Properties
frontier orbital gap (spin up / spin down) = 4.86 / 2.87 eV
relative energy (zero: lowest compared OMol25 entry of this formula, charge and spin) = 19.2 kcal per mole
HOMO (spin up / spin down) = -12.87 / -14.48 eV

***

5.
The following is a DFT calculation (ωB97M-V/def2-TZVPD) of C19H22N4O3S2 in the gas phase.

The geometry in ORCA input format:
```
! wB97M-V def2-TZVPD RIJCOSX def2/J DEFGRID3
* xyz 0 1
C 1.967 3.246 1.104
O 1.009 2.603 0.293
C -0.301 2.614 0.784
C -0.533 1.682 1.987
N -0.289 0.301 1.667
C 0.730 -0.448 2.183
S 1.861 0.157 3.357
C 3.014 -1.247 3.463
C 3.858 -1.317 2.192
O 4.875 -0.668 2.061
N 3.369 -2.178 1.280
C 3.836 -2.163 -0.095
C 2.851 -1.430 -0.947
C 2.536 -0.107 -0.888
C 1.492 0.255 -1.766
C 1.023 -0.801 -2.477
S 1.841 -2.260 -2.082
N 0.714 -1.657 1.685
N -0.294 -1.717 0.810
C -0.905 -0.559 0.782
C -2.035 -0.322 -0.097
C -2.151 -1.155 -1.210
C -3.191 -1.019 -2.106
C -4.160 -0.039 -1.904
O -5.221 0.194 -2.717
C -5.387 -0.614 -3.859
C -4.063 0.781 -0.778
C -3.021 0.642 0.112
H 2.190 2.676 2.013
H 2.871 3.318 0.503
H 1.633 4.252 1.383
H -0.925 2.292 -0.054
H -0.596 3.632 1.083
H 0.147 1.949 2.801
H -1.556 1.807 2.350
H 3.648 -1.015 4.319
H 2.430 -2.149 3.635
H 2.403 -2.483 1.404
H 4.807 -1.657 -0.098
H 3.956 -3.191 -0.445
H 3.036 0.588 -0.238
H 1.114 1.257 -1.849
H 0.245 -0.816 -3.214
H -1.405 -1.920 -1.354
H -3.240 -1.681 -2.955
H -4.543 -0.514 -4.548
H -6.292 -0.253 -4.345
H -5.516 -1.667 -3.590
H -4.830 1.523 -0.619
H -3.005 1.278 0.983
*
```

Properties
frontier orbital gap = 8.51 eV
SMILES string = COCCn1c(SCC(=O)NCc2cccs2)nnc1-c1ccc(OC)cc1
relative energy (zero: lowest compared OMol25 entry of this formula, charge and spin) = 39.0 kcal per mole
HOMO = -8.00 eV

***

6.
The following is a DFT calculation (ωB97M-V/def2-TZVPD) of a molecular structure, C19H22N4O4S2.

The geometry in ORCA input format:
```
! wB97M-V def2-TZVPD RIJCOSX def2/J DEFGRID3
* xyz 0 1
C 3.284 -0.364 -2.517
H 3.405 -1.289 -1.944
O 2.025 0.225 -2.292
C 0.903 -0.459 -2.676
C 0.915 -1.735 -3.227
C -0.273 -2.349 -3.589
C -1.481 -1.710 -3.387
C -1.495 -0.441 -2.831
C -0.319 0.203 -2.486
C -0.343 1.609 -1.939
N 0.341 1.744 -0.668
C -0.301 1.525 0.492
O -1.489 1.257 0.537
C 0.491 1.655 1.800
N 0.364 0.436 2.568
S -1.092 0.106 3.290
O -0.824 -0.921 4.256
O -1.666 1.332 3.754
C -2.139 -0.675 2.060
C -3.495 -0.540 2.099
C -4.326 -1.225 1.187
C -3.812 -2.063 0.236
C -2.417 -2.226 0.178
N -1.714 -2.981 -0.668
S -0.157 -2.810 -0.343
N -0.274 -1.777 0.888
C -1.566 -1.522 1.103
H -4.437 -2.593 -0.464
H -5.393 -1.077 1.250
H -3.920 0.123 2.835
H 0.685 -0.399 2.092
H -0.058 2.402 2.389
C 1.968 2.074 1.702
C 2.867 0.925 1.239
H 3.861 1.303 1.004
H 2.964 0.192 2.036
H 2.473 0.420 0.360
C 2.435 2.568 3.071
H 3.497 2.802 3.049
H 2.256 1.798 3.816
H 1.890 3.462 3.363
H 2.037 2.908 0.994
H 1.344 1.806 -0.703
H -1.379 1.918 -1.784
H 0.141 2.286 -2.650
H -2.434 0.065 -2.664
H -2.406 -2.195 -3.654
H -0.246 -3.337 -4.022
H 1.845 -2.257 -3.386
H 3.447 -0.568 -3.580
H 4.016 0.367 -2.177
*
```

Properties
frontier orbital gap = 8.07 eV
relative energy (zero: lowest compared OMol25 entry of this formula, charge and spin) = 47.0 kcal per mole
HOMO = -8.78 eV

***

7.
The following is a DFT calculation (ωB97M-V/def2-TZVPD) of C19H22N6O2 in the gas phase.

The geometry in ORCA input format:
```
! wB97M-V def2-TZVPD RIJCOSX def2/J DEFGRID3
* xyz 0 1
C -3.168 3.119 -0.503
N -3.405 2.785 0.950
C -4.656 2.793 1.564
C -4.475 2.415 2.857
C -3.102 2.071 3.018
C -2.449 2.324 1.856
C -1.063 1.982 1.582
O -0.233 1.967 2.475
N -0.695 1.610 0.308
C 0.509 0.802 0.058
C 1.300 1.418 -1.098
C 0.555 1.468 -2.436
N 1.293 2.192 -3.498
C 2.105 1.624 -4.426
C 2.748 2.705 -4.976
N 2.312 3.911 -4.427
N 1.412 3.546 -3.566
C -0.007 -0.606 -0.205
O -1.089 -0.704 -0.734
N 0.817 -1.696 0.125
C 0.393 -3.075 -0.023
C 1.199 -3.897 0.955
C 2.332 -4.611 0.528
C 3.132 -5.357 1.413
C 2.759 -5.328 2.772
C 1.629 -4.626 3.198
C 0.845 -3.908 2.315
H -3.956 3.713 -0.925
H -2.223 3.642 -0.585
H -3.131 2.187 -1.077
H -5.580 3.101 1.065
H -5.234 2.320 3.632
H -2.681 1.690 3.915
H -1.515 1.250 -0.219
H 1.150 0.745 0.940
H 1.595 2.425 -0.757
H 2.246 0.883 -1.239
H 0.330 0.470 -2.856
H -0.426 1.936 -2.334
H 2.164 0.598 -4.755
H 3.450 2.570 -5.770
H 1.657 -1.501 0.689
H -0.686 -3.173 0.211
H 0.538 -3.477 -1.023
H 2.663 -4.536 -0.499
H 3.991 -5.965 1.113
H 3.357 -5.809 3.508
H 1.324 -4.641 4.234
H -0.029 -3.354 2.651
*
```

Properties
frontier orbital gap = 9.14 eV
SMILES string = Cn1cccc1C(=O)N[C@H](CCn1ccnn1)C(=O)NCc1ccccc1
relative energy (zero: lowest compared OMol25 entry of this formula, charge and spin) = 32.7 kcal per mole
HOMO = -8.63 eV

***

8.
The following is a DFT calculation (ωB97M-V/def2-TZVPD) of 2 unconnected molecules or ions with the total composition C19H22N7O4.

The geometry in ORCA input format:
```
! wB97M-V def2-TZVPD RIJCOSX def2/J DEFGRID3
* xyz -1 1
O -0.417 -0.793 7.329
O 2.021 -1.167 1.440
O 3.150 -1.765 5.691
O 1.031 0.784 1.115
N -4.586 1.936 -3.012
N -3.389 2.095 -0.977
C 0.359 -0.531 6.420
C 1.438 -0.139 1.854
C 2.759 -1.703 4.525
C -1.023 0.581 -3.182
C -0.322 0.595 -1.998
C -4.440 2.233 -1.745
C -3.518 1.402 -3.548
C -2.343 1.534 -1.568
C 0.701 -0.820 -6.841
C -0.164 0.279 -6.856
C 0.983 -1.466 -5.634
C -0.742 0.731 -5.665
C 0.403 -1.011 -4.446
C -2.338 1.170 -2.894
C -0.470 0.088 -4.448
N -5.465 2.862 -1.185
N -3.737 0.999 -4.811
N -1.122 1.184 -1.031
N 3.575 -2.007 3.511
N 0.370 -1.298 5.329
C 1.232 0.704 6.535
C 4.962 -2.442 3.645
C 1.170 0.004 3.361
C 1.300 -1.304 4.177
H 0.693 0.239 -1.828
H 1.157 -1.168 -7.762
H -0.377 0.791 -7.790
H 1.656 -2.318 -5.614
H -1.379 1.611 -5.679
H 0.634 -1.515 -3.512
H -5.996 3.359 -1.883
H -5.149 3.361 -0.366
H -4.730 0.922 -4.982
H -3.140 0.222 -5.074
H -0.838 1.321 -0.057
H 3.191 -1.889 2.572
H -0.286 -2.057 5.373
H 1.146 1.099 7.544
H 2.270 0.455 6.338
H 0.888 1.449 5.823
H 4.986 -3.487 3.957
H 5.473 -2.334 2.688
H 5.468 -1.834 4.397
H 0.154 0.388 3.477
H 1.858 0.748 3.766
H 0.939 -2.096 3.520
*
```

Properties
frontier orbital gap = 7.90 eV
relative energy (zero: lowest compared OMol25 entry of this formula, charge and spin) = 0.0 kcal per mole
HOMO = -5.26 eV

***

9.
The following is a DFT calculation (ωB97M-V/def2-TZVPD) of a molecular structure, C19H22NO6PPtS3Se.

The geometry in ORCA input format:
```
! wB97M-V def2-TZVPD RIJCOSX def2/J DEFGRID3
* xyz 0 1
Pt -0.310 -0.152 -0.002
S 0.060 3.756 -2.283
C -1.573 3.777 -1.680
C -2.598 4.662 -1.993
C -3.833 4.451 -1.414
C -4.035 3.396 -0.518
C -3.017 2.519 -0.205
C -1.775 2.704 -0.808
N -0.638 1.913 -0.651
C 0.364 2.323 -1.378
C 1.583 1.570 -1.391
C 2.739 1.944 -2.072
C 3.859 1.139 -1.997
C 3.824 -0.019 -1.228
C 2.666 -0.382 -0.553
C 1.528 0.396 -0.659
H -2.430 5.483 -2.678
H -4.655 5.109 -1.667
H -5.008 3.263 -0.065
H -3.167 1.684 0.462
H 2.748 2.857 -2.656
H 4.759 1.411 -2.532
H 4.701 -0.649 -1.157
H 2.653 -1.279 0.054
O -3.940 -2.142 -0.039
Se -2.553 -1.360 -0.005
O -2.435 -0.079 1.038
O -1.172 -2.213 0.448
O -2.039 -0.670 -1.432
C -2.201 -2.085 3.611
C -1.213 -2.131 4.754
C -1.819 -1.784 6.100
O -0.053 -1.272 4.474
P 0.078 0.258 4.182
S 1.656 0.941 5.148
S 0.600 0.651 2.279
O -1.278 0.872 4.689
C -1.907 2.173 4.433
C -2.914 2.000 3.320
C -0.912 3.283 4.144
H -2.993 -2.818 3.783
H -1.709 -2.325 2.670
H -2.652 -1.096 3.524
H -0.754 -3.116 4.810
H -2.324 -0.821 6.063
H -1.042 -1.746 6.865
H -2.544 -2.551 6.378
H -2.418 2.387 5.370
H -2.425 1.611 2.430
H -3.371 2.964 3.088
H -3.700 1.299 3.607
H -0.441 3.135 3.173
H -0.135 3.316 4.907
H -1.441 4.236 4.138
*
```

Properties
frontier orbital gap (spin up / spin down) = 5.64 / 5.63 eV
relative energy (zero: lowest compared OMol25 entry of this formula, charge and spin) = 80.1 kcal per mole
HOMO (spin up / spin down) = -8.44 / -8.44 eV

***

10.
The following is a DFT calculation (ωB97M-V/def2-TZVPD) of C19H22O4 in the gas phase.

The geometry in ORCA input format:
```
! wB97M-V def2-TZVPD RIJCOSX def2/J DEFGRID3
* xyz 0 1
C 0.717 -0.772 -3.655
C 1.064 0.038 -2.390
C 2.248 0.968 -2.687
C -0.173 0.857 -2.067
O -0.400 1.929 -2.557
O -1.088 0.307 -1.253
C -0.779 -0.811 -0.444
C -1.788 -0.892 0.715
O -1.903 -1.944 1.303
C -2.647 0.264 1.042
C -2.309 1.604 0.865
C -3.201 2.598 1.225
C -4.438 2.275 1.758
C -4.781 0.946 1.949
C -3.891 -0.049 1.602
C 0.708 -0.811 0.018
C 1.057 0.501 0.735
C 2.503 0.498 1.225
C 2.729 -0.664 2.184
C 2.437 -1.979 1.474
C 1.007 -2.005 0.935
C 1.472 -0.942 -1.296
O 2.302 -1.786 -1.507
H 1.550 -1.427 -3.900
H -0.172 -1.381 -3.498
H 0.533 -0.095 -4.486
H 3.102 0.379 -3.013
H 2.529 1.536 -1.803
H 1.969 1.669 -3.470
H -0.942 -1.736 -1.023
H -1.353 1.888 0.461
H -2.927 3.632 1.083
H -5.132 3.058 2.026
H -5.741 0.688 2.370
H -4.141 -1.089 1.748
H 0.897 1.356 0.072
H 0.391 0.609 1.596
H 3.184 0.401 0.376
H 2.715 1.448 1.721
H 3.759 -0.655 2.544
H 2.069 -0.555 3.049
H 3.141 -2.114 0.653
H 2.563 -2.814 2.166
H 0.846 -2.930 0.379
H 0.313 -1.997 1.776
*
```

Properties
frontier orbital gap = 9.70 eV
SMILES string = CC1(C)C(=O)O[C@H](C(=O)c2ccccc2)C2(CCCCC2)C1=O
relative energy (zero: lowest compared OMol25 entry of this formula, charge and spin) = 0.0 kcal per mole
HOMO = -9.70 eV